Record 1
The molecule C5H12O2 in a non-equilibrium geometry, computed with the ωB97M-V functional and the def2-TZVPD basis.

ΔE to the lowest compared entry with this formula, charge and spin, kcal per mole: 101.5
Gap between HOMO and LUMO, eV: 7.68
Charge: 0

Each line ends with the Mulliken charge.
Element x y z (Å)
C  -1.6066  2.0862  0.8295  -1.10
C  -0.5732  0.9596  0.9508  -0.62
C  0.0177  0.5109  -0.3854  0.25
O  0.4076  1.5367  -1.2259  -0.54
C  0.5246  -1.7977  0.3610  -0.46
C  0.7745  -2.5791  -0.9072  -1.01
O  1.1568  -0.3226  -0.0436  -0.26
H  -1.1676  3.0020  0.4077  0.29
H  -2.4631  1.8029  0.1987  0.32
H  -1.9995  2.3410  1.8208  0.36
H  0.2676  1.2861  1.5828  0.28
H  -1.0041  0.0718  1.4284  0.41
H  -0.6735  -0.1316  -0.9406  0.31
H  0.8651  2.1943  -0.6862  0.35
H  1.2839  -2.0792  1.1103  0.13
H  0.1674  -2.2268  -1.7589  0.26
H  1.8201  -2.6812  -1.2705  0.31
H  0.4167  -3.5888  -0.6797  0.33
H  1.7857  -0.3843  -0.7920  0.39

***

Record 2
A structure of composition C34H57N3O3SiTm in a non-equilibrium geometry, computed with the ωB97M-V functional and the def2-TZVPD basis.

ΔE to the lowest compared entry with this formula, charge and spin, kcal per mole: 0.0
2S+1: 3
Gap between HOMO and LUMO (alpha / beta), eV: 8.52 / 8.54
Charge: +1

Each line ends with the Löwdin spin population.
Element x y z (Å)
O  1.0551  -1.3729  -1.8168  0.00
O  0.9387  -0.2428  -5.3924  0.00
C  2.5340  -1.5910  -1.8055  0.00
C  2.9141  -2.8383  -1.0473  0.00
H  2.9701  -0.6821  -1.3515  0.00
H  2.8555  -1.6444  -2.8546  0.00
H  2.5210  -2.8170  -0.0202  0.00
H  4.0015  -2.9279  -1.0029  0.00
H  2.5454  -3.7453  -1.5295  0.00
C  0.2610  -2.5847  -2.1429  0.00
C  0.6983  -3.2398  -3.4370  0.00
H  -0.7857  -2.2483  -2.1949  0.00
H  0.3566  -3.2570  -1.2823  0.00
H  0.7908  -2.5098  -4.2547  0.00
H  -0.0610  -3.9760  -3.7331  0.00
H  1.6485  -3.7757  -3.3093  0.00
C  -0.2108  0.2837  -6.0768  0.00
C  1.9506  -0.8001  -6.2533  0.00
C  -1.4562  -0.5363  -5.8177  0.00
H  -0.0046  0.3462  -7.1581  0.00
H  -0.3862  1.3116  -5.7206  0.00
H  -1.3337  -1.5715  -6.1644  0.00
H  -2.2979  -0.0809  -6.3565  0.00
H  -1.7067  -0.5527  -4.7499  0.00
C  1.4235  -1.9385  -7.1012  0.00
H  2.7571  -1.1660  -5.5994  0.00
H  2.3795  -0.0101  -6.8966  0.00
H  0.9287  -2.6933  -6.4807  0.00
H  2.2568  -2.4199  -7.6193  0.00
H  0.7114  -1.5770  -7.8494  0.00
H  1.0852  0.2617  -3.1604  0.00
N  -0.8432  -0.7618  1.2719  0.00
C  -1.6484  -0.2284  2.2117  0.00
C  -2.3733  0.9530  2.0480  0.00
C  -2.5431  1.6846  0.8668  0.00
C  -1.8370  -0.9481  3.5258  0.00
H  -0.8914  -1.3683  3.8844  0.00
H  -2.5839  -1.7560  3.4693  0.00
H  -2.1982  -0.2320  4.2755  0.00
C  -3.6146  2.7350  0.8268  0.00
H  -4.3712  2.5490  0.0516  0.00
H  -3.1932  3.7358  0.6703  0.00
H  -4.1244  2.7341  1.7976  0.00
N  -1.7649  1.4932  -0.2006  0.00
C  -0.5069  -2.1624  1.3787  0.00
C  0.7337  -2.5543  1.9369  0.00
C  1.6945  -1.5370  2.4643  0.00
C  1.0247  -3.9104  2.0446  0.00
H  1.9787  -4.2025  2.4946  0.00
C  0.1089  -4.8651  1.6104  0.00
H  0.3732  -5.9193  1.6757  0.00
C  -1.1385  -4.4705  1.1252  0.00
H  -1.8667  -5.2281  0.8312  0.00
C  -1.4754  -3.1253  1.0250  0.00
C  -2.8558  -2.7006  0.6186  0.00
C  -1.9802  2.1562  -1.4578  0.00
C  -1.3270  3.3819  -1.7354  0.00
C  -0.4534  4.0209  -0.6899  0.00
C  -1.4574  3.9247  -3.0147  0.00
H  -0.9619  4.8683  -3.2412  0.00
C  -2.2057  3.2629  -3.9953  0.00
H  -2.2706  3.6705  -5.0036  0.00
C  -2.9035  2.0966  -3.6828  0.00
H  -3.5523  1.6167  -4.4158  0.00
C  -2.8099  1.5314  -2.4155  0.00
C  -3.5433  0.2592  -2.1004  0.00
Tm  0.0742  0.2936  -0.5494  2.01
H  2.3041  -1.0963  1.6638  0.00
H  2.3854  -2.0180  3.1702  0.00
H  1.1934  -0.7227  3.0009  0.00
H  -2.8561  -1.8529  -0.0797  0.00
H  -3.4722  -2.4109  1.4813  0.00
H  -3.3754  -3.5278  0.1219  0.00
H  -0.2290  5.0579  -0.9762  0.00
H  0.5147  3.5047  -0.5571  0.00
H  -0.9422  4.0355  0.2950  0.00
H  -3.9719  0.2422  -1.0890  0.00
H  -2.9046  -0.6371  -2.2139  0.00
H  -4.3729  0.1451  -2.8125  0.00
H  -2.9002  1.3234  2.9220  0.00
C  1.0537  1.3593  -2.8825  0.00
Si  2.3127  2.4093  -3.8771  0.00
H  0.0471  1.7459  -3.0907  0.00
H  1.3674  1.5586  -1.8213  0.00
C  3.9134  1.4995  -4.1894  0.00
C  2.7308  3.9604  -2.9020  0.00
C  1.6488  2.9885  -5.5353  0.00
H  2.2745  3.8129  -5.9126  0.00
H  0.6201  3.3648  -5.4574  0.00
H  1.6565  2.1985  -6.2995  0.00
H  4.4769  1.3522  -3.2585  0.00
H  4.5403  2.1060  -4.8622  0.00
H  3.7668  0.5207  -4.6603  0.00
H  2.9138  3.7411  -1.8416  0.00
H  1.9311  4.7111  -2.9578  0.00
H  3.6436  4.4236  -3.3064  0.00
O  2.2336  2.4806  2.5979  0.00
C  1.9133  1.9440  1.5881  0.00
N  1.5492  1.3792  0.5745  0.00

***

Record 3
The molecule C2H3N3S in a non-equilibrium geometry, computed with the ωB97M-V functional and the def2-TZVPD basis.

ΔE to the lowest compared entry with this formula, charge and spin, kcal per mole: 27.0
Structure (SMILES): [H]/N=C(/C#N)NS
Gap between HOMO and LUMO, eV: 10.37
Charge: 0

Each line ends with the Mulliken charge.
Element x y z (Å)
C  -0.2318  0.6382  0.0743  0.67
C  -1.5098  0.1075  0.5065  0.14
H  0.8529  -2.4443  0.2255  0.14
H  1.4901  0.1443  -0.8361  0.24
H  0.9743  2.0827  -0.1082  0.21
N  0.6104  -0.3090  -0.4764  -0.29
N  0.0564  1.8767  0.3383  -0.61
N  -2.4656  -0.2145  1.0609  -0.36
S  0.2231  -1.8817  -0.7847  -0.14

***

Record 4
A cluster of 10 separate species, C46H99FN3O14S in total in a non-equilibrium geometry, computed with the ωB97M-V functional and the def2-TZVPD basis.

Gap between HOMO and LUMO, eV: 7.59
Charge: +1

Each line ends with the Mulliken charge.
Element x y z (Å)
C  0.2263  -5.3050  1.9776  -0.45
C  -0.1493  -4.2374  1.6222  -2.00
C  -0.5943  -2.8721  1.2577  2.49
C  -1.1393  -2.1994  2.5257  -2.10
C  -2.4012  -1.3650  2.4191  1.70
C  -2.3885  -0.1760  3.3819  -1.43
F  -3.5080  -2.1429  2.6962  -0.49
C  -1.4873  -3.0207  0.0291  -2.66
N  -2.7720  -3.6149  0.1083  1.44
C  -2.8923  -4.9633  0.6555  1.11
C  -3.3142  -6.1251  -0.1952  -1.60
O  -2.6773  -5.1071  1.8169  -0.44
C  -3.7531  -3.1974  -0.8728  0.48
C  -4.5205  -1.9953  -0.4325  -1.44
O  -3.9511  -3.8069  -1.8801  -0.52
N  -0.4712  -3.6201  -0.9258  0.58
C  -0.8630  -4.4756  -2.0216  -0.14
C  -1.1198  -3.7140  -3.3085  -0.07
O  -1.1889  -4.2997  -4.3429  -0.48
C  0.7237  -3.2454  -0.6267  -0.52
C  1.8905  -3.6873  -1.4010  -1.32
S  2.8694  -4.8583  -0.4252  -0.06
C  3.7184  -5.6482  -1.8143  -0.46
C  2.8421  -6.5445  -2.6713  -0.81
C  0.7001  -2.2831  0.5710  1.85
C  1.8841  -2.2630  1.5278  -1.59
C  3.2690  -1.9097  0.9476  -1.05
C  3.7148  -0.4402  1.1010  -0.44
C  4.5080  0.0264  -0.1157  -0.25
C  4.7800  1.5202  -0.1176  -0.71
N  3.8394  2.2244  -1.0176  -0.44
C  0.5978  -0.8950  -0.1058  -0.61
C  0.0815  0.2445  0.7827  0.02
C  0.3078  1.5713  0.0343  -0.89
O  0.3468  2.6372  0.9730  -0.20
C  -0.7739  3.4034  1.0835  0.74
C  -1.4622  3.3051  2.3932  -0.07
O  -1.1332  4.1560  0.2117  -0.69
H  0.5241  -6.2788  2.2612  0.64
H  -0.3485  -1.6188  2.9723  0.50
H  -1.3621  -2.9953  3.2221  0.88
H  -2.5142  -0.9599  1.4229  -0.47
H  -1.5083  -0.1522  4.0052  0.37
H  -2.4939  0.7633  2.8608  -0.02
H  -3.2451  -0.2649  4.0335  0.56
H  -1.6407  -2.0234  -0.3758  1.12
H  -4.2784  -6.4400  0.1779  0.39
H  -3.4456  -5.8961  -1.2392  0.49
H  -2.5844  -6.9046  -0.0424  0.34
H  -5.3548  -1.7950  -1.0797  0.62
H  -3.8469  -1.1498  -0.3504  0.23
H  -4.8279  -2.2168  0.5814  0.38
H  -1.7772  -4.9986  -1.7934  -0.46
H  -0.0929  -5.1997  -2.2285  0.07
H  -1.2584  -2.6247  -3.2596  0.46
H  1.6404  -4.1728  -2.3317  1.22
H  2.4612  -2.8044  -1.6644  0.36
H  4.5624  -6.1900  -1.4182  0.54
H  4.1144  -4.8399  -2.4176  0.28
H  2.8096  -7.5447  -2.2657  0.33
H  1.8227  -6.1912  -2.7375  0.11
H  3.2215  -6.6142  -3.6808  0.34
H  1.6543  -1.5026  2.2641  0.25
H  1.9657  -3.1801  2.0913  1.00
H  3.9935  -2.5147  1.4722  0.61
H  3.3688  -2.1564  -0.0963  0.20
H  2.8702  0.2126  1.2821  -0.11
H  4.3485  -0.3704  1.9756  0.68
H  3.9657  -0.2566  -1.0146  0.06
H  5.4395  -0.5204  -0.1401  0.28
H  5.7939  1.6761  -0.4574  0.10
H  4.7097  1.9214  0.8849  0.43
H  3.6964  1.6380  -1.8312  0.05
H  4.2995  3.0480  -1.3775  0.29
H  1.5499  -0.5682  -0.4983  0.05
H  -0.0758  -0.8721  -0.9609  0.48
H  -0.9842  0.1511  0.9358  -0.28
H  0.6275  0.3443  1.7094  0.43
H  1.2206  1.5518  -0.5385  0.20
H  -0.4944  1.7237  -0.6781  0.40
H  -1.2778  4.2205  2.9416  -0.24
H  -2.5291  3.2448  2.2328  0.22
H  -1.1113  2.4842  2.9963  -0.03
C  2.8143  2.6758  5.0081  -0.88
C  1.3873  3.1469  4.8147  -0.12
O  0.4863  2.0497  4.6019  -0.41
H  3.1459  2.1036  4.1400  0.07
H  3.4942  3.5134  5.1506  0.21
H  2.8889  2.0213  5.8807  0.38
H  1.3125  3.7829  3.9340  0.23
H  1.0519  3.7238  5.6804  0.26
H  0.5276  1.4829  5.3768  0.27
C  -1.1752  4.6282  -4.0742  -0.93
C  -2.5225  4.1910  -3.5409  -0.27
O  -2.4102  3.2430  -2.4678  -0.38
H  -0.6216  3.7651  -4.4356  0.14
H  -1.2875  5.3347  -4.8967  0.36
H  -0.5836  5.1037  -3.2890  0.30
H  -3.1057  3.7036  -4.3202  0.28
H  -3.0807  5.0669  -3.1976  0.30
H  -1.9186  3.6773  -1.7579  0.24
C  8.6602  0.1059  -3.3076  -1.08
C  8.5353  0.7779  -1.9537  -0.25
O  7.5537  0.1439  -1.1282  -0.42
H  7.6998  0.1122  -3.8240  0.26
H  9.3958  0.6137  -3.9313  0.36
H  8.9686  -0.9359  -3.1944  0.33
H  8.2116  1.8112  -2.0668  0.30
H  9.4997  0.7787  -1.4375  0.27
H  7.8304  -0.7684  -1.0014  0.24
C  -2.3969  -7.2174  -6.6152  -0.90
C  -2.3402  -8.0164  -5.3299  -0.13
O  -1.0549  -7.9050  -4.7121  -0.51
H  -1.6346  -7.5587  -7.3151  0.27
H  -3.3728  -7.2936  -7.0955  0.35
H  -2.1987  -6.1647  -6.3997  0.21
H  -2.5107  -9.0752  -5.5110  0.31
H  -3.1081  -7.6638  -4.6320  0.16
H  -0.9070  -6.9679  -4.5523  0.24
C  -1.0457  8.0529  3.8779  -1.09
C  -1.0676  6.9721  4.9428  -0.01
O  0.2282  6.7190  5.4817  -0.48
H  -0.3703  7.7745  3.0686  0.29
H  -2.0409  8.2166  3.4630  0.33
H  -0.6893  8.9970  4.2949  0.39
H  -1.4085  6.0273  4.5215  0.00
H  -1.7525  7.2482  5.7511  0.28
H  0.5468  7.5350  5.8770  0.28
C  1.5243  -0.7092  -5.3177  -1.50
C  1.5741  -0.8377  -3.8077  0.51
O  1.9577  0.3844  -3.1813  -0.33
H  2.4954  -0.3947  -5.6967  0.37
H  1.2523  -1.6545  -5.7898  0.39
H  0.7943  0.0440  -5.6154  0.37
H  2.3204  -1.5714  -3.5014  0.07
H  0.6013  -1.1505  -3.4009  -0.07
H  1.3175  1.0631  -3.4114  0.21
C  -6.2804  1.0819  2.7505  -0.79
C  -7.0053  0.5542  1.5261  0.21
O  -7.3875  1.6072  0.6560  -0.45
H  -6.9152  1.7820  3.2922  0.34
H  -6.0004  0.2697  3.4234  0.35
H  -5.3748  1.6189  2.4547  0.01
H  -7.9166  0.0355  1.8168  0.34
H  -6.3670  -0.1532  0.9820  -0.24
H  -6.5812  2.0573  0.3918  0.26
C  7.4283  5.4428  3.9249  -1.02
C  6.2091  5.5207  4.8248  -0.18
O  5.8173  4.2369  5.3110  -0.48
H  7.2327  4.7837  3.0789  0.24
H  7.7003  6.4284  3.5460  0.32
H  8.2841  5.0369  4.4687  0.33
H  5.3530  5.9098  4.2765  0.28
H  6.4030  6.1881  5.6706  0.27
H  6.5523  3.8753  5.8138  0.27
C  -9.0228  4.5297  -2.2521  -0.92
C  -9.0946  4.9316  -0.7891  -0.22
O  -9.7934  3.9755  -0.0039  -0.50
H  -10.0256  4.3991  -2.6575  0.27
H  -8.5011  5.2838  -2.8440  0.31
H  -8.4964  3.5781  -2.3636  0.27
H  -9.6326  5.8712  -0.6776  0.29
H  -8.0833  5.0700  -0.3854  0.22
H  -9.3212  3.1400  -0.0781  0.28